{
  "formula": "C16H5Cl48F5NO2S",
  "method": "wB97M-V/def2-TZVPD",
  "symbols": ["Cl", "F", "Cl", "Cl", "Cl", "Cl", "Cl", "O", "Cl", "C", "H", "C", "Cl", "Cl", "Cl", "Cl", "Cl", "Cl", "S", "Cl", "Cl", "Cl", "Cl", "Cl", "C", "Cl", "Cl", "Cl", "Cl", "Cl", "C", "Cl", "F", "Cl", "Cl", "Cl", "Cl", "C", "Cl", "C", "Cl", "H", "Cl", "H", "O", "Cl", "C", "C", "C", "Cl", "C", "C", "C", "N", "C", "C", "Cl", "Cl", "C", "Cl", "Cl", "H", "Cl", "C", "Cl", "H", "F", "F", "Cl", "Cl", "Cl", "Cl", "Cl", "Cl", "Cl", "Cl", "F", "Cl"],
  "xyz": [[5.0578, -3.7508, -0.4570], [-4.0192, -0.9581, -1.5080], [0.7091, -7.9136, -6.1046], [-0.2293, -1.1708, 3.3888], [11.4564, -4.7760, -3.4286], [-8.2672, 4.3971, 5.0059], [-4.4250, 6.8678, 5.2358], [-4.6867, 2.5941, -4.6715], [-7.1603, 6.1811, 7.0126], [7.3166, -1.1158, -2.9028], [-8.7161, 3.2990, -2.0744], [-3.7956, 1.4710, -2.2871], [-6.0940, 1.2367, 1.0945], [12.1731, -1.3674, -3.3985], [7.0266, 0.6166, -3.1836], [-9.8105, 5.0478, 7.3797], [14.6884, 0.0423, -3.7514], [-1.1206, 1.9882, -0.2197], [-5.1797, 1.6492, -3.5431], [2.8214, -1.9580, -0.0440], [3.0334, -8.7003, -4.5492], [-5.0814, 8.7822, 7.3215], [5.7910, -2.0104, -3.0874], [2.8816, 3.1755, 4.4204], [1.1789, -1.5354, 4.4106], [1.0541, 0.4152, 0.9773], [0.7060, -7.5797, -3.2196], [3.0440, 3.6336, 7.2840], [-2.2279, -3.7241, -2.5500], [4.8173, 5.0638, 5.4812], [-2.0318, -5.2522, -1.6716], [2.1363, -2.8341, 3.6606], [-4.1528, 1.8300, -0.9334], [2.1831, -0.0761, 4.5733], [-0.6505, 2.0852, 2.6372], [10.2490, -7.3704, -3.9305], [-3.1759, -5.3095, -0.3102], [-6.8097, 2.1918, -2.8305], [9.5150, -5.0853, -5.5674], [3.9801, 3.5218, 5.7753], [-8.6278, 0.1462, 2.0018], [-7.1172, 1.3330, -2.0891], [7.9472, -1.3523, -1.2558], [-6.1398, 4.4124, -2.4323], [-5.4555, 0.2947, -4.2530], [0.6266, -2.0587, 6.0192], [9.9690, -5.6135, -3.9304], [-8.1751, 4.7443, 6.7474], [-7.5497, 1.5603, 2.0613], [-0.3688, -5.3698, -1.0550], [-3.1581, -0.0342, -2.2055], [13.8493, -1.5102, -3.9752], [1.2564, -8.6088, -4.5614], [-8.1014, 4.0281, -1.6402], [0.1291, 1.9407, 1.0440], [-6.6802, 3.5241, -1.9193], [0.5774, -10.2426, -4.3731], [14.6887, -2.7769, -3.0496], [3.2943, -3.5796, -0.6159], [8.6559, -5.2226, -2.7957], [-7.0832, 1.8801, 3.7485], [-8.2879, 3.9200, -0.6106], [-2.3392, 8.5224, 6.3972], [-4.0482, 8.4716, 5.9058], [2.8309, -3.7775, -2.3220], [-6.2093, 3.3526, -0.8711], [-2.7153, -0.5236, -3.4992], [-1.9469, 0.0984, -1.3762], [-8.3970, 2.9797, 1.4021], [-4.3471, 9.7156, 4.6700], [8.5031, -1.7179, -4.0835], [-7.4619, 3.3505, 7.5926], [2.4963, -4.8314, 0.3683], [13.8477, -1.9400, -5.7014], [5.1780, 2.2140, 5.9164], [1.2483, 3.3042, 0.8051], [-2.7217, 2.3776, -2.7254], [-2.3518, -6.6125, -2.7733]],
  "forces_ev_per_a": [[-0.353, -0.170, 0.216], [2.562, 2.576, -2.454], [0.106, -0.142, 0.310], [0.209, -0.462, 0.599], [-0.323, -0.213, -0.110], [-0.112, 0.444, 0.688], [0.236, 0.446, 0.075], [-0.588, -1.857, 4.480], [-0.360, -0.383, 0.052], [-0.160, 0.018, -0.067], [0.513, 0.971, 0.345], [2.659, 0.378, 0.675], [-0.497, 0.102, 0.288], [0.371, 0.048, -0.129], [0.078, -0.361, 0.074], [0.272, -0.069, -0.077], [-0.149, -0.313, -0.043], [1.344, 0.906, 1.394], [-4.221, -0.081, -6.653], [0.149, -0.588, -0.267], [-0.301, -0.002, -0.024], [0.197, -0.004, -0.210], [0.444, 0.357, -0.192], [0.250, 0.159, 0.269], [-0.118, 0.046, -0.115], [-0.239, 0.611, -0.308], [0.392, -0.361, -0.431], [0.187, -0.028, -0.289], [0.048, -0.321, 0.204], [-0.151, -0.292, 0.064], [-0.196, 0.159, -0.155], [-0.164, 0.228, 0.124], [0.903, -0.787, -3.280], [-0.220, -0.336, -0.019], [0.187, 0.089, -0.193], [-0.056, 0.325, -0.010], [0.249, -0.002, -0.246], [2.130, 0.048, 1.977], [0.095, -0.093, 0.320], [-0.075, -0.012, -0.072], [0.156, 0.282, 0.025], [0.708, 1.185, -1.333], [-0.091, 0.016, -0.286], [-0.584, -1.788, 0.657], [1.470, 2.771, 3.462], [0.117, 0.084, -0.250], [-0.026, 0.028, 0.056], [-0.052, 0.122, -0.167], [0.314, -0.208, -0.149], [-0.308, 0.052, -0.027], [1.503, -0.743, 0.492], [-0.095, 0.054, -0.006], [-0.013, 0.117, 0.105], [-0.044, -1.593, 0.501], [-0.357, 0.312, -0.331], [-0.058, 0.364, 0.256], [0.124, 0.279, -0.042], [-0.160, 0.212, -0.168], [0.061, 0.142, 0.050], [0.262, -0.093, -0.231], [0.047, -0.421, -0.491], [0.396, 0.255, -1.826], [-0.339, 0.004, -0.073], [0.037, -0.122, -0.172], [0.065, 0.043, 0.382], [-0.422, 0.283, -1.741], [-1.564, 1.223, 4.272], [-3.682, -1.845, -2.974], [0.103, -0.425, 0.632], [0.054, -0.252, 0.277], [-0.161, 0.116, 0.197], [-0.122, 0.234, -0.157], [0.220, 0.290, -0.138], [-0.003, 0.069, 0.352], [-0.230, 0.235, -0.024], [-0.029, -0.170, 0.147], [-2.399, -2.438, 1.649], [-0.194, 0.291, 0.262]],
  "mulliken_charge": [-0.046, -0.189, -0.098, -0.023, -0.020, -0.024, -0.049, -0.704, -0.013, 0.238, 0.323, 0.075, 0.010, -0.010, -0.094, -0.107, -0.105, 0.047, 1.165, 0.095, -0.100, -0.117, -0.010, -0.014, 0.192, 0.058, 0.048, -0.099, -0.010, -0.107, 0.269, -0.055, -0.162, -0.002, -0.102, -0.107, -0.113, -0.760, -0.098, 0.302, -0.114, 0.082, -0.111, 0.228, -0.704, -0.110, 0.252, 0.259, 0.320, -0.020, 0.694, 0.292, 0.250, -0.679, 0.103, 0.203, -0.111, -0.095, 0.161, -0.019, -0.101, 0.189, -0.099, 0.353, -0.059, 0.005, -0.193, -0.239, -0.179, -0.089, -0.041, -0.111, -0.124, -0.090, -0.099, -0.107, -0.278, -0.101],
  "total_charge": -1
}

{
  "formula": "C16H66FNO25PS3",
  "method": "wB97M-V/def2-TZVPD",
  "symbols": ["N", "H", "C", "C", "H", "C", "H", "O", "H", "H", "H", "H", "H", "C", "H", "O", "H", "H", "O", "H", "O", "O", "H", "H", "P", "O", "H", "H", "H", "H", "C", "H", "H", "H", "H", "H", "H", "H", "F", "S", "H", "S", "H", "O", "H", "H", "C", "H", "O", "H", "C", "H", "H", "C", "H", "C", "H", "H", "H", "H", "H", "O", "H", "O", "H", "C", "O", "H", "H", "C", "O", "H", "C", "O", "H", "O", "H", "H", "S", "H", "H", "H", "H", "H", "H", "O", "H", "O", "O", "O", "H", "H", "C", "H", "H", "H", "O", "C", "O", "H", "O", "C", "C", "O", "H", "O", "H", "O", "H", "H", "H", "H", "O"],
  "xyz": [[1.7027, 0.3239, -0.6007], [2.4595, 4.8075, 12.0636], [-0.8509, -8.1933, -7.4900], [-3.8667, 4.1802, 1.2423], [4.2718, -3.0481, 1.1795], [-3.9228, 2.2428, -4.9856], [3.5097, 3.5538, 0.9073], [0.6788, 2.4777, 3.0644], [-0.8585, -7.8929, -6.4440], [-3.1463, -6.8226, -4.9656], [6.7869, 3.8634, 5.4644], [5.8793, 2.5141, 6.2128], [1.1701, 4.2279, 9.6113], [2.5551, 2.3146, 7.0970], [-1.7299, -7.6315, -9.1263], [1.7619, 4.7704, 10.1412], [-4.8712, 2.6171, -5.3690], [0.2573, -5.3486, -6.9001], [3.4264, -2.4226, -0.5703], [3.0246, 0.6898, 1.3748], [-1.7496, -7.3524, -8.2089], [3.1485, -2.9969, -3.7465], [3.8865, 3.5565, -1.3648], [2.6484, -2.1718, -3.6627], [-0.9777, 0.6905, 0.9280], [0.4440, 2.2121, -4.3315], [2.1692, 3.1815, 11.4058], [3.8348, 0.2529, 4.0551], [-1.0257, 2.2852, 6.8889], [-7.5894, -1.0810, -1.2030], [3.8588, 0.0179, 2.9916], [-4.2720, 4.2273, 0.2271], [-0.7168, 1.2330, 2.9918], [3.4581, -2.6614, -1.5050], [-3.1247, 2.4879, -5.6934], [4.9343, 2.5815, 0.4390], [3.9656, -4.3378, -0.0071], [2.0812, 3.5748, 4.1076], [-0.3963, 2.9346, -2.0999], [0.0327, 1.6672, -3.0160], [0.7925, 4.2153, 11.8862], [1.7675, 0.6372, -2.2380], [-3.9891, 1.1627, -4.8579], [-3.9118, -8.7174, -5.3195], [2.0097, 1.6653, 6.4135], [1.4905, -3.9785, -4.4959], [2.5270, -3.7612, -4.7699], [-2.1150, 1.4502, 8.0339], [-1.1405, 0.7988, -3.2011], [5.3197, -3.1937, -0.2520], [5.9660, 3.6014, 6.1372], [0.3804, 3.9934, 4.4101], [-6.8254, -2.4135, -2.1032], [1.1005, 3.7034, 3.6464], [-2.4512, 2.9311, 0.7966], [4.2956, -3.3021, 0.1203], [-0.5303, 0.7508, 7.6373], [3.5235, -1.0116, 2.8423], [-0.9630, 3.1972, 8.9978], [1.3315, 2.2402, 2.3952], [-4.6877, 4.2308, 1.9569], [0.8258, -1.6222, 0.8050], [-6.9653, -0.8078, -2.8586], [2.9922, 0.9136, 2.3139], [2.0712, 2.2975, 8.0769], [4.5104, 3.5894, 0.4679], [-3.1743, 2.9575, 1.4370], [-7.3468, 0.9451, -6.2708], [-4.4982, -7.3317, -3.9309], [-6.6027, 0.1583, -6.3791], [4.4534, 4.1354, -0.8427], [-1.1730, -9.2356, -7.5677], [1.7936, 4.2073, 11.4464], [-0.4672, 2.3840, 8.8783], [5.0371, 4.0078, 5.7438], [-6.0525, -0.1192, -5.0983], [1.1480, 4.4839, 2.8807], [0.1628, -8.0897, -7.8856], [0.3591, -0.6040, -0.1789], [-1.1817, -4.3448, -7.1865], [-5.8179, 0.4977, -7.0613], [-7.0826, -0.7361, -6.7867], [7.0136, 3.7937, 7.7616], [5.1468, 4.2275, 1.0800], [-0.1849, -4.9005, -8.5629], [-2.5714, 0.4216, 0.5781], [-4.8084, -6.8718, -5.6195], [0.6531, -3.4053, -7.3972], [-0.3162, -1.3104, -1.2934], [2.8762, 1.6117, -2.4351], [-3.1937, 5.0268, 1.4091], [0.2699, -2.7214, -7.9493], [-4.0997, -7.3564, -4.9429], [-5.3998, -0.8137, -5.2143], [2.5510, -3.2137, -5.7130], [3.0238, 4.1942, 7.1966], [-0.5225, 2.1032, 0.6706], [-0.1651, -4.5627, -7.5234], [2.0841, -0.5618, -3.0598], [4.8821, 0.1304, 2.6211], [-0.6872, 0.3442, 2.5427], [-1.0733, 1.6795, 7.7968], [-6.8030, -1.3405, -1.9187], [2.5383, 3.6395, 6.5786], [-5.5225, -0.0533, -1.2281], [-5.5282, -1.0007, -1.3838], [3.5870, 1.9622, 7.1855], [-3.6693, 2.8556, -3.7308], [-2.6826, -0.5391, 0.4928], [-2.8332, 2.5048, -3.4154], [-3.5604, -8.7184, -6.2130], [3.0725, -4.6985, -4.8840], [6.1935, 4.1619, 7.4291]],
  "forces_ev_per_a": [[-2.768, 0.054, -2.044], [-0.007, 0.034, -0.083], [-0.057, -0.012, -0.295], [0.322, -0.256, -0.099], [-0.049, 0.024, -0.025], [0.394, -0.014, 0.216], [0.080, -0.096, 0.164], [-0.057, 0.586, 0.678], [-0.058, 0.044, -0.055], [-0.088, 0.145, 0.063], [-0.087, -0.092, -0.124], [-0.041, 0.000, -0.206], [0.054, -0.089, -0.134], [0.140, 0.280, 0.176], [-0.046, 0.044, -0.107], [0.040, 0.103, 0.077], [-0.003, 0.012, 0.091], [0.034, 0.072, 0.007], [0.252, -0.030, 0.106], [-0.184, -0.048, -0.073], [-0.086, 0.027, 0.261], [0.111, -0.157, 0.056], [-0.010, -0.069, -0.104], [0.122, -0.081, 0.079], [0.070, 3.084, 2.580], [0.214, -0.474, 3.363], [-0.019, -0.011, 0.174], [-0.049, 0.055, -0.030], [-0.047, -0.173, -0.101], [-0.134, -0.118, -0.097], [-0.170, 0.014, -0.275], [-0.085, 0.174, 0.030], [0.577, -0.498, -0.470], [-0.129, 0.024, -0.101], [-0.072, -0.060, -0.117], [-0.034, -0.020, 0.187], [0.142, -0.088, 0.132], [-0.032, 0.203, 0.090], [0.855, -1.580, -0.545], [-3.509, 0.662, -5.739], [0.066, -0.068, 0.159], [6.912, -1.639, 1.410], [-0.036, 0.004, -0.213], [-0.063, -0.034, 0.151], [0.010, 0.115, -0.062], [-0.036, -0.084, -0.183], [0.047, 0.311, 0.241], [0.006, -0.088, -0.111], [1.782, 1.466, 1.884], [0.095, -0.142, 0.137], [0.251, -0.024, 0.151], [0.023, -0.045, -0.004], [0.082, 0.025, 0.055], [0.127, -0.265, -0.316], [0.196, -0.061, 0.172], [-0.224, 0.164, -0.432], [0.051, 0.070, 0.078], [0.088, -0.043, 0.080], [-0.082, 0.043, 0.018], [-0.063, -0.341, 0.090], [0.030, -0.040, 0.004], [-0.802, 2.831, -0.865], [-0.152, -0.117, -0.023], [0.165, 0.144, -0.116], [0.017, -0.237, -0.006], [-0.195, -0.075, -0.352], [-0.351, 0.340, 0.072], [0.042, -0.017, 0.072], [0.025, -0.088, -0.030], [0.258, -0.206, 0.132], [0.080, 0.099, 0.096], [0.154, -0.054, 0.132], [-0.130, -0.096, -0.309], [0.175, -0.005, 0.214], [0.016, -0.017, 0.072], [-0.345, -0.007, -0.077], [-0.004, 0.115, 0.103], [0.050, -0.091, 0.136], [2.050, -5.707, 0.030], [-0.046, -0.209, -0.025], [-0.120, 0.050, -0.122], [-0.066, 0.098, -0.147], [0.067, -0.004, 0.092], [-0.004, 0.031, -0.063], [-0.113, -0.169, 0.063], [2.628, -0.558, 0.296], [0.015, 0.139, 0.094], [0.070, -0.206, 0.021], [0.419, 2.442, 1.096], [-2.915, -0.666, 0.680], [-0.142, 0.137, -0.029], [0.012, 0.145, 0.015], [0.124, -0.114, -0.262], [0.104, -0.043, 0.155], [-0.125, -0.166, -0.075], [-0.005, 0.053, 0.054], [-1.379, -1.979, -0.560], [0.009, 0.371, -0.140], [-2.524, 2.313, 1.220], [0.069, -0.106, 0.112], [-1.331, 0.113, -2.631], [-0.083, 0.278, -0.061], [0.161, 0.420, 0.092], [-0.061, 0.004, -0.064], [0.132, 0.089, -0.039], [-0.033, -0.291, 0.035], [-0.062, -0.174, 0.042], [-0.249, 0.250, -0.062], [-0.377, -0.060, -0.158], [0.107, -0.136, 0.135], [0.029, 0.002, -0.078], [0.028, 0.030, 0.056], [-0.240, 0.109, -0.038]],
  "mulliken_charge": [-0.092, 0.246, -0.706, -0.649, 0.141, -0.391, 0.059, -0.210, 0.245, 0.205, 0.342, 0.231, 0.275, -0.371, 0.280, -0.491, 0.228, 0.093, -0.255, 0.116, -0.483, -0.536, 0.326, 0.497, 1.068, -0.583, 0.252, 0.192, 0.222, 0.269, -0.618, 0.245, 0.370, 0.266, 0.303, 0.190, 0.276, 0.102, -0.193, 1.004, 0.256, 0.755, 0.140, -0.508, 0.167, 0.247, -0.586, 0.329, -0.475, 0.295, -0.469, 0.270, 0.207, -0.610, 0.231, -0.656, 0.225, 0.197, 0.292, 0.065, 0.235, -0.630, 0.173, -0.259, 0.173, -0.258, -0.419, 0.241, 0.240, -0.662, -0.570, 0.330, -0.542, -0.471, 0.136, -0.413, 0.295, 0.342, 0.935, 0.334, 0.273, 0.289, 0.285, 0.277, 0.265, -0.421, 0.236, -0.466, -0.590, -0.601, 0.255, 0.266, -0.465, 0.268, 0.253, 0.271, -0.666, -0.466, -0.758, 0.284, -0.458, -0.580, -0.507, -0.460, 0.268, -0.418, 0.226, -0.551, 0.356, 0.242, 0.292, 0.274, -0.518],
  "relative_energy_kcal_mol": 0.0,
  "total_charge": -1
}

no.,highest occupied orbital energy (eV),total energy (Eh)
1,-4.63,-23804.35611
2,-7.30,-4220.51203